Molecular formula: C24H64O8
Method: DFT, wB97M-V/def2-TZVPD

XYZ file:
```
96
Properties=species:S:1:pos:R:3
H 14.333 20.839 12.615
C 7.819 18.481 7.794
H 14.913 19.629 11.464
H 17.094 19.720 12.805
C 11.480 21.073 4.558
H 15.014 15.132 10.023
H 10.025 19.419 8.600
H 13.068 13.954 13.164
H 16.186 18.540 14.354
C 15.211 20.476 12.082
C 9.817 19.568 12.909
H 9.276 20.722 6.233
H 12.986 18.502 4.894
H 5.832 19.523 8.041
H 6.342 16.957 8.507
H 8.895 21.797 4.905
C 10.578 14.249 10.963
H 13.544 19.163 7.698
C 7.318 17.095 8.043
C 10.393 14.919 12.316
H 10.800 16.121 6.327
H 7.018 20.490 7.315
H 15.757 21.185 11.459
C 11.393 18.081 10.145
H 11.243 20.019 4.699
O 11.291 13.073 11.146
H 15.567 21.426 14.814
H 15.275 15.688 11.716
H 14.024 12.615 13.428
C 6.716 19.447 7.406
H 12.564 17.045 2.950
H 11.721 18.885 10.804
H 14.716 14.151 13.945
H 10.476 21.210 10.686
O 10.782 21.497 14.036
C 14.120 13.669 13.170
H 11.058 23.022 5.313
H 12.551 21.257 4.472
C 10.162 21.087 12.824
H 6.420 19.071 6.427
C 9.302 13.917 10.239
H 9.239 19.258 13.780
O 15.523 19.065 13.900
H 15.775 13.379 11.767
H 13.946 17.035 4.598
C 13.080 17.440 5.121
H 8.484 13.521 10.841
H 11.327 15.204 12.801
H 10.347 17.736 5.594
C 14.739 13.717 11.734
H 17.233 20.723 14.986
H 9.514 13.119 9.528
C 10.872 21.988 5.606
H 8.946 22.372 6.616
H 12.213 15.507 4.548
H 11.593 20.994 14.144
C 11.708 18.472 8.752
H 7.669 19.235 9.614
H 11.916 20.988 11.668
H 11.317 21.035 7.211
H 7.215 16.573 7.091
O 10.947 19.586 8.394
C 16.475 21.104 14.303
O 8.353 19.062 8.963
H 13.867 18.038 8.973
H 9.853 14.325 13.053
C 9.413 21.738 5.862
H 8.061 16.581 8.653
H 11.892 17.164 10.458
H 11.216 14.908 10.374
O 11.682 17.083 3.327
H 11.097 21.338 3.572
H 13.108 12.978 11.216
C 10.976 21.536 11.598
C 10.648 16.703 5.418
H 11.471 17.686 8.035
H 8.981 14.761 9.629
H 8.544 18.544 6.982
O 14.000 12.844 10.888
H 11.079 22.620 11.645
H 10.730 18.986 13.036
H 13.354 17.290 6.166
H 9.290 19.250 12.010
C 14.657 15.084 11.052
H 16.915 22.005 13.876
H 13.437 19.691 9.349
C 11.951 16.562 4.622
H 9.846 16.219 4.860
O 11.607 21.843 6.781
C 13.206 18.856 8.688
H 9.168 21.533 12.805
H 10.818 12.579 11.820
H 13.693 15.571 11.194
H 10.331 17.840 10.168
H 9.950 15.903 12.160
C 16.150 20.108 13.191
```

Output
HOMO energy = -9.42 eV
Structure (SMILES) = CC(C)O.CC(C)O.CC(C)O.CC(C)O.CC(C)O.CC(C)O.CC(C)O.CC(C)O
LUMO energy = 0.01513 Ha